Entry from the OMol25 dataset: a molecular structure, C6H12O2 at a distorted geometry (ωB97M-V/def2-TZVPD).

Geometry as XYZ:
```
20
Properties=species:S:1:pos:R:3:forces:R:3
O -2.0236 -1.1987 -1.8117 0.60 0.24 0.72
O -1.1447 -2.0942 0.3255 -0.79 0.35 -0.48
C 1.7156 -0.2155 1.3311 -0.17 0.12 -0.14
C -1.6240 -0.8036 -0.7811 -0.94 -1.18 0.36
C 0.6740 -0.6152 -0.8779 -0.19 -0.79 0.50
C 1.2811 0.2603 0.1574 0.12 0.06 0.21
C 1.3366 1.7328 -0.1581 0.04 -0.03 0.05
C -2.0170 0.3661 0.0577 0.38 0.12 -0.10
H -2.9703 0.1265 0.5347 0.06 -0.10 -0.06
H 1.9964 1.9075 -1.0125 -0.03 -0.01 0.02
H 1.6825 -1.2746 1.5591 0.00 -0.03 -0.04
H -1.2461 -1.8253 1.2492 -0.06 0.10 -0.07
H 1.7006 2.3198 0.6853 0.00 -0.03 -0.01
H 2.1108 0.4358 2.0998 0.06 0.04 -0.04
H 0.3515 2.1138 -0.4415 0.00 -0.02 -0.02
H 1.3036 -1.4690 -1.1493 0.18 0.07 -0.04
H 0.4388 -0.0951 -1.8030 -0.11 0.01 0.03
H -1.2710 0.5898 0.8157 0.02 -0.04 0.00
H -0.1398 -1.4889 -0.1857 0.81 1.16 -0.92
H -2.1550 1.2278 -0.5950 -0.01 -0.04 0.01
```
Positions in Å, forces in eV/Å.

Values from the calculation:
- LUMO level (eV) = 0.5
- calculated total energy (Ha) = -386.16529
- energy relative to the best compared isomer or geometry (same formula, charge and spin) (kJ/mol) = 406.6
- HOMO-LUMO gap (Eh) = 0.3244
- 2S+1 = 1

Okay, here come the Mulliken numbers, in e, for every atom:
1 O -0.467
2 O -0.698
3 C -1.042
4 C 0.805
5 C -1.294
6 C 0.990
7 C -1.197
8 C -1.070
9 H 0.377
10 H 0.320
11 H 0.305
12 H 0.336
13 H 0.375
14 H 0.281
15 H 0.245
16 H 0.502
17 H 0.428
18 H 0.331
19 H 0.197
20 H 0.277